# C18H8Cl5N3O6PtSe

A structure of composition C18H8Cl5N3O6PtSe (ωB97M-V/def2-TZVPD, OMol25).

XYZ file:
```
42
Properties=species:S:1:pos:R:3
Pt 0.591 -0.303 0.054
O 4.449 -1.076 -1.116
C 3.314 -0.672 -0.881
O 2.602 -0.954 0.168
C 2.617 0.284 -1.808
C 3.274 1.404 -2.193
C 2.590 2.439 -2.877
C 1.265 2.297 -3.208
C 0.583 1.129 -2.876
C 1.186 0.089 -2.050
N -0.707 0.957 -3.434
O -1.331 -0.061 -3.151
O -1.186 1.843 -4.160
H 4.320 1.509 -1.929
H 3.109 3.357 -3.126
H 0.727 3.063 -3.746
H 0.894 -0.920 -2.331
O -1.019 -2.744 1.860
C -0.297 -2.017 2.514
C -0.080 -2.218 4.011
C 0.898 -1.122 4.399
C 1.180 -0.389 3.089
O 1.967 0.529 3.015
N 0.429 -0.935 2.063
H 0.303 -3.223 4.178
H -1.050 -2.144 4.503
H 1.842 -1.496 4.792
H 0.500 -0.399 5.111
Cl -0.898 -2.726 -1.309
C -1.974 -1.528 -0.657
C -1.448 -0.358 -0.066
C -2.393 0.446 0.571
Cl -1.888 1.856 1.439
C -3.766 0.161 0.565
Cl -4.892 1.206 1.371
C -4.239 -0.968 -0.081
Cl -5.938 -1.317 -0.119
C -3.328 -1.829 -0.685
Cl -3.902 -3.282 -1.435
Se 1.357 2.292 0.734
C 0.447 3.494 -0.304
N -0.110 4.324 -0.896
```

The calculation puts the HOMO-LUMO gap (alpha / beta) at 0.1970 / 0.2297 hartree. The net charge is -2. Its spin multiplicity is 3. For the max |F|, the calculation gives 0.54 eV/Å. Its expectation value of S² is 2.040. The relative energy (zero: lowest compared OMol25 entry of this formula, charge and spin) is 0.00 kcal per mole. Its lowest unoccupied orbital energy (alpha / beta) is 0.156 / 0.139 Ha.